The following is a quantum chemistry calculation of C42H57BN10OS4SeY as an isolated structure in a non-equilibrium geometry, from the Open Molecules 2025 dataset.

For the frontier orbital gap, the calculation gives 6.32 eV. The charge is +1. As for the LUMO energy: -2.6581 eV.

Last column: Löwdin charge in e.
Positions of all 117 atoms, in Å:
Y (1.85, 2.24, 1.12)  0.857
C (-1.47, -0.12, 4.23)  -0.072
C (-1.65, -0.23, 2.75)  -0.259
C (-2.87, -0.23, 2.16)  0.079
C (-2.99, -0.32, 0.76)  -0.189
N (-1.93, -0.45, 0.01)  0.186
N (-0.71, -0.45, 0.58)  0.010
B (0.31, -0.94, -0.49)  -0.803
N (0.53, -2.46, -0.32)  -0.009
N (-0.32, -3.44, -0.09)  0.223
C (0.21, -4.63, -0.02)  -0.188
C (1.61, -4.83, -0.18)  0.084
C (2.48, -3.79, -0.39)  -0.194
C (3.95, -3.96, -0.55)  -0.016
C (1.85, -2.53, -0.44)  -0.465
S (2.34, -0.87, -0.60)  1.007
C (-0.72, -5.81, 0.24)  -0.551
C (-0.29, -6.51, 1.53)  -0.035
C (-0.61, -6.78, -0.95)  -0.030
C (-2.17, -5.34, 0.37)  -0.056
N (-0.18, -0.57, -1.89)  -0.023
N (-0.54, -1.64, -2.62)  0.195
C (-0.98, -1.44, -3.83)  -0.205
C (-1.05, -0.13, -4.37)  0.063
C (-0.69, 0.95, -3.63)  -0.238
C (-0.76, 2.34, -4.16)  -0.059
C (-0.24, 0.71, -2.28)  -0.601
S (0.12, 2.02, -1.27)  0.731
C (-1.42, -2.65, -4.63)  -0.547
C (-2.89, -2.48, -5.01)  -0.034
C (-1.26, -3.93, -3.81)  -0.065
C (-0.56, -2.75, -5.90)  -0.035
C (-0.49, -0.31, 1.90)  -0.644
S (1.09, -0.20, 2.54)  0.654
C (-4.32, -0.37, 0.02)  -0.540
C (-4.19, 0.27, -1.36)  -0.041
C (-5.40, 0.37, 0.82)  -0.050
C (-4.70, -1.85, -0.12)  -0.031
H (-2.44, -0.07, 4.73)  0.087
H (-0.89, 0.76, 4.47)  0.050
H (-0.91, -0.98, 4.61)  0.085
H (-3.76, -0.15, 2.77)  0.125
H (1.99, -5.84, -0.12)  0.132
H (4.18, -4.63, -1.37)  0.096
H (4.39, -4.38, 0.36)  0.096
H (4.44, -3.01, -0.75)  0.075
H (0.72, -6.92, 1.46)  0.080
H (-0.96, -7.34, 1.74)  0.093
H (-0.32, -5.83, 2.38)  0.094
H (0.39, -7.21, -1.04)  0.083
H (-0.86, -6.28, -1.89)  0.079
H (-1.31, -7.61, -0.81)  0.094
H (-2.29, -4.64, 1.20)  0.084
H (-2.80, -6.21, 0.55)  0.092
H (-2.51, -4.84, -0.53)  0.070
H (-1.40, 0.01, -5.38)  0.126
H (-1.07, 2.34, -5.20)  0.086
H (0.20, 2.84, -4.06)  0.086
H (-1.47, 2.93, -3.57)  0.083
H (-3.52, -2.36, -4.12)  0.087
H (-3.24, -3.36, -5.55)  0.091
H (-3.05, -1.61, -5.66)  0.083
H (-1.83, -3.89, -2.89)  0.070
H (-0.21, -4.11, -3.54)  0.081
H (-1.61, -4.78, -4.40)  0.091
H (-0.63, -1.85, -6.51)  0.081
H (-0.89, -3.60, -6.50)  0.092
H (0.49, -2.90, -5.65)  0.093
H (-3.93, 1.32, -1.29)  0.093
H (-5.14, 0.18, -1.89)  0.090
H (-3.41, -0.23, -1.95)  0.063
H (-5.09, 1.38, 1.07)  0.096
H (-5.67, -0.15, 1.73)  0.081
H (-6.31, 0.44, 0.21)  0.091
H (-3.95, -2.38, -0.72)  0.077
H (-5.67, -1.94, -0.62)  0.091
H (-4.78, -2.34, 0.85)  0.089
C (4.34, 4.76, 4.22)  -0.002
C (3.74, 3.56, 3.55)  -0.264
N (2.49, 3.43, 3.37)  -0.026
N (1.66, 4.37, 3.88)  -0.005
C (0.32, 4.32, 3.64)  -0.828
N (-0.38, 5.30, 4.23)  0.124
S (-0.45, 3.14, 2.74)  0.674
C (4.58, 2.44, 3.04)  -0.211
C (5.96, 2.45, 3.05)  0.008
C (6.64, 1.32, 2.63)  -0.032
C (5.92, 0.21, 2.22)  -0.027
C (4.54, 0.30, 2.21)  -0.132
N (3.88, 1.38, 2.59)  0.030
H (3.94, 4.88, 5.23)  0.100
H (5.42, 4.69, 4.30)  0.072
H (4.10, 5.65, 3.63)  0.099
H (2.06, 5.21, 4.28)  0.132
H (0.05, 6.05, 4.74)  0.118
H (-1.35, 5.40, 3.96)  0.105
H (6.51, 3.32, 3.37)  0.108
H (7.72, 1.31, 2.63)  0.118
H (6.42, -0.70, 1.90)  0.112
H (3.93, -0.53, 1.85)  0.069
Se (2.19, 4.93, 0.56)  0.626
C (0.52, 5.86, 0.56)  -0.671
C (-0.51, 5.51, -0.31)  -0.152
C (-1.72, 6.19, -0.28)  -0.088
C (-1.92, 7.24, 0.60)  -0.101
C (-0.89, 7.62, 1.45)  -0.108
C (0.32, 6.93, 1.43)  -0.175
H (-0.37, 4.70, -1.01)  0.040
H (-2.51, 5.90, -0.96)  0.102
H (-2.86, 7.78, 0.61)  0.099
H (-1.02, 8.46, 2.12)  0.099
H (1.13, 7.24, 2.08)  0.086
C (3.98, 2.36, -1.32)  -0.223
O (3.30, 1.86, -0.19)  -0.592
H (5.07, 2.25, -1.21)  0.073
H (3.75, 3.42, -1.45)  0.035
H (3.68, 1.82, -2.22)  0.069

---

The following is a quantum chemistry calculation of C42H57N12O6STeW as an isolated structure in a non-equilibrium geometry, from the Open Molecules 2025 dataset.

For the frontier orbital gap (alpha / beta), the calculation gives 4.90 / 5.04 eV. The expectation value of S² is 0.790. The charge is +2. As for the LUMO energy (alpha / beta): -6.2894 / -6.3118 eV. As for the multiplicity: 2.

Last column: Löwdin spin population.
Positions of all 120 atoms, in Å:
W (0.13, -0.49, -0.05)  0.150
N (1.83, -2.55, -0.18)  -0.002
C (1.14, -3.68, 0.49)  0.000
C (1.88, -4.13, 1.77)  0.000
C (2.28, -2.99, 2.72)  0.000
C (1.67, -3.07, 4.13)  0.000
N (0.25, -2.81, 4.09)  0.000
C (-0.40, -1.72, 4.50)  0.000
N (-1.60, -1.47, 3.99)  0.000
N (0.08, -0.93, 5.47)  0.000
C (-0.30, -3.21, 0.86)  0.001
O (-0.84, -4.06, 1.88)  0.000
O (-0.29, -1.89, 1.22)  0.009
H (1.93, -2.77, -1.18)  0.000
H (2.78, -2.48, 0.20)  0.000
H (1.06, -4.54, -0.18)  0.000
H (2.77, -4.68, 1.46)  0.000
H (1.23, -4.85, 2.28)  0.000
H (1.98, -2.03, 2.29)  0.000
H (3.36, -2.98, 2.84)  0.000
H (2.17, -2.34, 4.76)  0.000
H (1.84, -4.07, 4.55)  0.000
H (-0.24, -3.37, 3.40)  0.000
H (-1.88, -1.96, 3.15)  0.000
H (-2.05, -0.57, 4.12)  0.000
H (0.89, -1.20, 6.01)  0.000
H (-0.46, -0.15, 5.80)  0.000
N (-0.81, 2.72, -1.08)  0.001
N (-1.66, 2.45, -2.17)  0.014
C (-1.50, 1.24, -2.78)  0.034
N (-1.87, 1.05, -4.04)  0.026
N (-1.02, 0.27, -1.99)  0.048
N (-0.60, -0.89, -2.57)  0.361
O (-0.02, -1.62, -1.59)  0.038
O (-1.17, -1.44, -3.53)  0.352
H (-1.30, 3.27, -0.38)  0.000
H (0.03, 3.21, -1.37)  0.000
H (-1.96, 3.22, -2.77)  0.001
H (-2.24, 1.79, -4.60)  0.001
H (-1.79, 0.10, -4.41)  -0.002
C (5.86, 2.23, -1.18)  0.000
C (5.75, 0.74, -1.49)  0.000
N (4.41, 0.39, -1.95)  0.000
C (4.21, 0.17, -3.37)  0.000
C (4.10, 1.47, -4.18)  0.000
C (3.40, 0.42, -1.06)  0.001
S (1.75, 0.60, -1.71)  0.006
N (3.67, 0.43, 0.21)  0.002
C (2.83, 0.32, 1.23)  0.002
O (1.53, -0.09, 1.03)  0.010
C (3.26, 0.66, 2.55)  0.000
C (4.53, 1.21, 2.78)  0.000
C (4.88, 1.66, 4.03)  0.000
C (3.97, 1.58, 5.09)  0.001
C (2.72, 1.01, 4.88)  0.000
C (2.37, 0.54, 3.63)  0.001
H (6.88, 2.47, -0.89)  0.000
H (5.19, 2.49, -0.36)  0.000
H (5.60, 2.83, -2.04)  0.000
H (5.97, 0.17, -0.59)  0.000
H (6.45, 0.46, -2.28)  0.000
H (3.29, -0.41, -3.50)  0.000
H (5.05, -0.42, -3.74)  0.000
H (3.32, 2.10, -3.76)  0.000
H (3.86, 1.23, -5.21)  0.000
H (5.04, 2.01, -4.16)  0.000
H (5.22, 1.27, 1.95)  0.000
H (5.85, 2.11, 4.20)  0.000
H (4.24, 1.95, 6.06)  0.000
H (2.02, 0.96, 5.70)  0.000
H (1.40, 0.10, 3.45)  0.000
C (-9.68, -0.67, -0.22)  0.000
C (-8.23, -0.32, -0.15)  0.001
C (-7.36, -0.69, -1.17)  -0.001
C (-6.00, -0.41, -1.12)  -0.002
C (-5.15, -0.80, -2.29)  -0.001
C (-5.50, 0.24, 0.01)  -0.010
Te (-3.27, 0.47, 0.06)  -0.035
N (-1.06, 0.71, 0.83)  -0.026
C (-1.21, 1.19, 2.06)  0.003
O (-2.23, 0.93, 2.73)  0.000
C (-0.21, 2.17, 2.57)  -0.002
C (0.82, 2.64, 1.76)  0.001
C (1.70, 3.58, 2.26)  0.000
C (1.54, 4.09, 3.54)  0.001
C (0.49, 3.65, 4.33)  0.000
C (-0.38, 2.69, 3.86)  0.001
C (-2.98, -1.60, 0.46)  0.008
C (-2.26, -2.29, -0.46)  0.001
C (-1.55, -3.54, -0.07)  0.000
C (-2.10, -4.25, 1.19)  0.001
C (-3.18, -3.53, 1.91)  0.006
C (-3.47, -2.23, 1.67)  -0.001
C (-4.43, -1.47, 2.52)  -0.001
C (-6.36, 0.72, 0.99)  0.000
C (-5.89, 1.56, 2.13)  -0.001
C (-7.72, 0.42, 0.91)  0.000
H (-9.92, -1.14, -1.17)  0.000
H (-10.30, 0.21, -0.10)  0.000
H (-9.93, -1.36, 0.59)  0.000
H (-7.75, -1.21, -2.03)  0.000
H (-5.76, -0.94, -3.17)  0.000
H (-4.62, -1.73, -2.09)  0.000
H (-4.42, -0.01, -2.50)  -0.001
H (0.91, 2.26, 0.74)  0.000
H (2.51, 3.95, 1.64)  0.000
H (2.21, 4.85, 3.91)  0.000
H (0.34, 4.06, 5.32)  0.000
H (-1.21, 2.34, 4.45)  0.000
H (-2.26, -2.01, -1.51)  0.002
H (-1.33, -4.20, -0.91)  0.000
H (-2.31, -5.32, 1.09)  0.000
H (-3.65, -4.06, 2.72)  0.000
H (-4.55, -1.93, 3.50)  0.000
H (-5.41, -1.45, 2.03)  0.000
H (-4.09, -0.44, 2.63)  0.000
H (-4.80, 1.67, 2.09)  -0.001
H (-6.18, 1.13, 3.09)  0.000
H (-6.34, 2.55, 2.07)  0.000
H (-8.38, 0.77, 1.69)  0.000